(1)
This record from OMol25 describes a 10-piece molecular cluster, C21H58NO16P overall. The level of theory is ωB97M-V/def2-TZVPD.

Structure (XYZ):
```
97
Properties=species:S:1:pos:R:3:lowdin_charge:R:1
C 2.1342 1.5382 -0.1716 -0.071
N 1.9100 0.2787 -0.9151 -0.160
C 2.7606 0.2376 -2.1251 -0.060
C 2.2410 -0.8663 -0.1094 -0.421
O 3.3524 -1.0481 0.3205 0.112
C 1.1650 -1.9184 0.0808 -0.003
C 0.1359 -1.7809 1.2100 -0.388
P 0.6920 -1.3071 2.9640 0.947
O 1.7636 -0.1430 2.5718 -0.252
O 1.6839 -2.5864 3.1700 -0.228
O -0.4064 -3.1237 1.4675 0.034
C -1.5600 -2.9056 2.1631 -0.617
O -2.0642 -3.6910 2.9060 0.160
O -2.0225 -1.6693 1.9108 0.037
C -1.1995 -1.1236 0.8260 -0.418
C -1.2409 0.3818 0.7674 0.025
C -1.7806 -1.6886 -0.5033 -0.115
C -3.2950 -1.9050 -0.4602 -0.175
C -3.8742 -2.2121 -1.8493 -0.176
C -5.3786 -1.9477 -1.8766 -0.263
O -5.6935 -0.5868 -2.1302 -0.079
H 2.6268 2.2685 -0.8154 0.086
H 2.7634 1.4004 0.7076 0.080
H 1.1892 1.9810 0.1464 0.072
H 3.7836 0.5699 -1.9246 0.098
H 2.3441 0.8729 -2.9072 0.057
H 2.7798 -0.7811 -2.5126 0.098
H 1.6959 -2.8627 0.2192 0.144
H 0.6073 -1.9985 -0.8548 0.119
H 1.9968 0.3564 3.3637 0.066
H 1.4172 -3.0536 3.9726 0.063
H -0.9744 0.8631 1.7090 0.094
H -2.2401 0.7068 0.4670 0.103
H -0.5562 0.6841 -0.0267 0.075
H -1.5557 -0.9643 -1.2942 0.125
H -1.3010 -2.6215 -0.8039 0.124
H -3.5112 -2.7625 0.1826 0.125
H -3.7905 -1.0391 -0.0097 0.111
H -3.7075 -3.2660 -2.0904 0.118
H -3.3936 -1.5847 -2.6064 0.116
H -5.8512 -2.5396 -2.6647 0.114
H -5.8147 -2.2635 -0.9203 0.118
H -4.9661 -0.0373 -1.8184 0.078
C -3.4328 -1.0578 4.7618 -0.154
O -4.2625 0.0966 4.6202 -0.127
H -2.4327 -0.7846 4.4378 0.059
H -3.3919 -1.3822 5.8059 0.079
H -3.7852 -1.8809 4.1387 0.071
H -5.1466 -0.1434 4.9068 0.065
C 7.1810 -1.7822 0.6261 -0.146
O 5.9158 -2.4193 0.4858 -0.133
H 7.9497 -2.5416 0.4889 0.058
H 7.3136 -1.0065 -0.1350 0.079
H 7.2900 -1.3434 1.6192 0.054
H 5.2308 -1.7502 0.5997 0.027
C 9.2800 -5.1463 -0.5242 -0.174
O 7.9976 -5.7469 -0.6507 -0.123
H 10.0208 -5.9278 -0.6743 0.075
H 9.4273 -4.3688 -1.2793 0.075
H 9.4151 -4.7174 0.4727 0.070
H 7.3313 -5.0657 -0.5151 0.065
C 1.6286 0.6773 -6.1526 -0.149
O 2.8076 0.8428 -5.3696 -0.134
H 0.7836 0.9555 -5.5274 0.062
H 1.6400 1.3225 -7.0344 0.080
H 1.5017 -0.3609 -6.4680 0.079
H 3.5594 0.5921 -5.9126 0.078
C 0.7155 3.5716 -3.7038 -0.129
O 0.4467 3.1611 -2.3638 -0.134
H 0.3972 4.6081 -3.8013 0.078
H 1.7811 3.5074 -3.9369 0.083
H 0.1575 2.9676 -4.4232 0.073
H 0.7272 2.2447 -2.2794 0.045
C 7.6734 0.2649 4.8115 -0.154
O 6.9363 -0.1449 3.6648 -0.131
H 8.6513 0.5893 4.4657 0.078
H 7.1871 1.0996 5.3233 0.074
H 7.8053 -0.5592 5.5172 0.076
H 6.0695 -0.4383 3.9575 0.075
C -2.3757 5.6585 -2.4090 -0.172
O -1.6240 4.9412 -1.4454 -0.126
H -3.3740 5.8052 -2.0030 0.075
H -1.9383 6.6403 -2.6179 0.074
H -2.4619 5.1011 -3.3482 0.073
H -0.7395 4.7938 -1.7976 0.030
C -7.1619 0.9552 0.1313 -0.143
O -5.9469 0.5930 0.7989 -0.134
H -6.8961 1.2206 -0.8855 0.066
H -7.8550 0.1100 0.1004 0.081
H -7.6402 1.8080 0.6161 0.051
H -6.1545 0.3569 1.7057 0.066
C -8.4343 5.0460 1.8056 -0.153
O -8.6982 3.6550 1.6511 -0.134
H -8.2712 5.4535 0.8115 0.078
H -9.2803 5.5643 2.2645 0.074
H -7.5389 5.2180 2.4078 0.077
H -8.8450 3.2853 2.5255 0.074
```

Summary:
- Total charge: 0
- Frontier orbital gap: 9.548 eV
- Lowest unoccupied orbital energy: 0.18 eV
- SMILES string: CN(C)C(=O)C[C@]1(P(O)O)OC(=O)O[C@]1(C)CCCCO.CO.CO.CO.CO.CO.CO.CO.CO.CO
- Energy: -2434.75295 hartree

---

(2)
This record from OMol25 describes C27H24GaIN7O4S2 as an isolated structure. The level of theory is ωB97M-V/def2-TZVPD.

Structure (XYZ):
```
66
Properties=species:S:1:pos:R:3:lowdin_charge:R:1
Ga -0.1678 0.2989 0.1906 0.278
C 6.9288 -4.0862 2.7091 -0.038
C 5.6062 -3.3856 2.5656 -0.254
C 4.4705 -4.0889 2.1680 -0.021
C 3.2392 -3.4621 2.0761 -0.041
C 3.1487 -2.1106 2.3795 -0.316
C 4.2634 -1.3842 2.7823 -0.058
C 5.4848 -2.0291 2.8673 -0.023
S 1.5939 -1.3158 2.2708 0.616
O 0.5526 -2.2722 2.5298 -0.292
O 1.6503 -0.1109 3.0603 -0.320
N 1.3572 -0.9156 0.6898 -0.107
C 2.2643 -0.2893 -0.1582 -0.350
C 3.6143 -0.5405 -0.4088 0.024
C 4.2470 0.2425 -1.3527 -0.025
C 3.5515 1.2323 -2.0528 -0.044
C 2.2151 1.3932 -1.7831 -0.084
N 1.6016 0.6477 -0.8590 0.047
H 7.0111 -4.9260 2.0208 0.082
H 7.0364 -4.4783 3.7224 0.093
H 7.7602 -3.4058 2.5305 0.082
H 4.5525 -5.1437 1.9364 0.121
H 2.3528 -4.0086 1.7830 0.119
H 4.1621 -0.3367 3.0303 0.120
H 6.3611 -1.4751 3.1813 0.121
H 4.1392 -1.3243 0.1147 0.108
H 5.2964 0.0768 -1.5595 0.121
H 4.0384 1.8499 -2.7923 0.113
H 1.5986 2.1171 -2.3014 0.131
N -5.8059 4.1233 -5.0624 0.121
C -5.1429 3.6105 -3.9828 -0.309
C -5.7185 2.5925 -3.2099 -0.018
C -5.0385 2.0579 -2.1366 -0.058
C -3.7762 2.5424 -1.8151 -0.331
C -3.1908 3.5546 -2.5678 -0.054
C -3.8651 4.0820 -3.6453 -0.019
S -2.9325 1.9080 -0.4402 0.613
O -3.7295 0.8755 0.1755 -0.290
O -2.4456 2.9952 0.3620 -0.364
N -1.5390 1.1887 -1.0388 -0.095
C -1.7719 -0.0064 -1.7156 -0.443
N -2.6334 -0.1828 -2.7054 0.180
C -2.7076 -1.4142 -3.1948 -0.067
C -1.9289 -2.4786 -2.7408 -0.019
C -1.0495 -2.2051 -1.7223 -0.054
N -0.9812 -0.9741 -1.2168 0.098
H -6.7708 3.8933 -5.2122 0.100
H -5.4583 4.9457 -5.5194 0.100
H -6.7063 2.2268 -3.4620 0.115
H -5.4751 1.2697 -1.5401 0.115
H -2.2112 3.9306 -2.3012 0.119
H -3.4152 4.8714 -4.2348 0.114
H -3.4244 -1.5596 -3.9952 0.124
H -2.0117 -3.4672 -3.1645 0.112
H -0.3911 -2.9478 -1.2885 0.134
I 0.4133 2.8039 1.6721 1.253
C -0.9590 1.5405 2.5914 -0.691
C -1.5601 1.8283 3.7945 -0.066
C -2.3968 0.8631 4.3370 -0.003
C -2.5957 -0.3374 3.6742 -0.004
C -1.9653 -0.5434 2.4686 -0.077
N -1.1672 0.3908 1.9340 -0.038
H -1.3779 2.7687 4.2913 0.116
H -2.8854 1.0494 5.2841 0.126
H -3.2335 -1.1068 4.0823 0.124
H -2.0816 -1.4581 1.9050 0.136
```

Summary:
- Total charge: +1
- Frontier orbital gap: 7.602 eV
- Lowest unoccupied orbital energy: -2.59 eV
- Energy: -4746.28977 hartree

---

(3)
This record from OMol25 describes C22H38BF4N4O2PS3SeSiTi as an isolated structure. The level of theory is ωB97M-V/def2-TZVPD.

Structure (XYZ):
```
78
Properties=species:S:1:pos:R:3:lowdin_charge:R:1
Ti -0.0734 1.5217 -0.5649 0.749
N 5.0984 -4.3937 1.7214 0.107
C 4.6074 -3.3694 0.9454 -0.319
C 4.6060 -3.4728 -0.4490 -0.020
C 4.0733 -2.4644 -1.2247 -0.055
C 3.5309 -1.3357 -0.6227 -0.309
C 3.5245 -1.2213 0.7582 -0.067
C 4.0564 -2.2306 1.5365 -0.019
S 2.8995 -0.0769 -1.6761 0.593
O 2.1273 -0.6926 -2.7160 -0.286
O 3.9882 0.7846 -2.0438 -0.336
N 1.8807 0.7675 -0.7159 -0.227
C 2.3824 1.9159 -0.1650 -0.748
S 3.9665 2.5834 -0.0829 1.126
C 3.2897 3.9658 0.7027 -0.354
C 1.9470 3.8713 0.8118 -0.201
N 1.4589 2.6823 0.3473 -0.120
H 5.7171 -5.0539 1.2834 0.094
H 5.3148 -4.1877 2.6817 0.094
H 5.0180 -4.3553 -0.9198 0.113
H 4.0639 -2.5558 -2.3011 0.122
H 3.0756 -0.3614 1.2373 0.108
H 4.0336 -2.1458 2.6149 0.114
H 3.9145 4.7867 0.9987 0.069
H 1.2711 4.6053 1.2102 0.111
S 1.4826 4.8577 -3.2616 0.700
C 0.8151 3.5954 -2.5939 -0.873
N 0.3228 2.6309 -2.1065 -0.048
C -1.5461 -2.6631 0.9002 -0.117
C -0.9932 -2.4877 -0.5136 -0.519
C 0.4987 -2.7933 -0.5109 -0.104
P -1.3505 -0.8481 -1.3021 1.062
C -1.0345 -1.1559 -3.1008 -0.528
C -1.8520 -2.2383 -3.8063 -0.111
C -1.1178 0.1484 -3.8915 -0.107
C -3.1952 -0.6436 -1.1456 -0.497
C -4.0060 -1.9002 -1.4932 -0.099
C -3.7026 -0.1308 0.2061 -0.122
H -1.2191 -3.6337 1.2789 0.084
H -2.6329 -2.6442 0.9421 0.050
H -1.1640 -1.8970 1.5746 0.017
H -1.5006 -3.2062 -1.1697 0.099
H 1.0195 -2.1023 0.1533 0.067
H 0.9499 -2.7252 -1.4970 0.064
H 0.6630 -3.8030 -0.1313 0.089
H 0.0085 -1.4731 -3.0972 0.071
H -2.8789 -1.9199 -3.9828 0.071
H -1.8652 -3.1907 -3.2783 0.068
H -1.4015 -2.4163 -4.7847 0.085
H -2.1103 0.6018 -3.8238 0.082
H -0.9219 -0.0554 -4.9449 0.086
H -0.3863 0.8827 -3.5567 0.041
H -3.4073 0.1273 -1.8975 0.103
H -3.9645 -2.6284 -0.6833 0.072
H -3.7034 -2.3996 -2.4079 0.037
H -5.0518 -1.6102 -1.6043 0.087
H -3.5572 -0.8777 0.9854 0.061
H -4.7756 0.0498 0.1192 0.090
H -3.2351 0.7918 0.5320 0.017
C -0.2581 3.6826 3.5180 -0.205
Si -1.1910 2.0672 3.4892 0.216
C -0.6983 0.9767 4.9263 -0.230
C -3.0287 2.3483 3.4381 -0.198
Se -0.5781 0.8170 1.6662 0.559
H -0.4315 4.1939 4.4660 0.037
H -0.6073 4.3326 2.7177 0.026
H 0.8134 3.5299 3.4017 0.024
H -0.8736 1.4924 5.8722 0.033
H 0.3583 0.7164 4.8707 0.027
H -1.2759 0.0530 4.9313 0.029
H -3.3331 2.9811 4.2729 0.038
H -3.5729 1.4075 3.5082 0.035
H -3.3189 2.8366 2.5107 0.020
F -1.9477 2.0017 -1.0627 -0.132
B -2.2418 3.4588 -0.6014 -1.226
F -2.3678 4.2030 -1.7081 0.227
F -1.0664 3.7114 0.1282 0.098
F -3.3395 3.3806 0.1808 0.203
```

Summary:
- Total charge: 0
- Frontier orbital gap: 7.123 eV
- Lowest unoccupied orbital energy: -1.32 eV
- Energy: -6731.63890 hartree